{"formula": "C29H49BrN2OOsP2", "method": "ωB97M-V/def2-TZVPD", "symbols": ["N", "C", "C", "C", "C", "C", "C", "Os", "P", "C", "C", "C", "C", "C", "C", "C", "Br", "H", "H", "H", "H", "H", "H", "H", "H", "H", "H", "P", "C", "C", "H", "H", "H", "H", "H", "C", "C", "H", "H", "H", "H", "H", "C", "C", "H", "H", "H", "H", "H", "C", "C", "H", "H", "H", "H", "H", "C", "C", "H", "H", "H", "H", "H", "C", "C", "H", "H", "H", "H", "H", "C", "N", "C", "C", "C", "O", "H", "H", "H", "H", "H", "H", "H", "H", "H"], "coordinates": [[4.173, -1.454, -4.246], [4.367, -1.687, -2.945], [3.315, -1.692, -2.015], [2.005, -1.493, -2.486], [1.808, -1.307, -3.870], [2.940, -1.275, -4.707], [0.841, -1.665, -1.577], [-0.141, -0.135, -0.412], [-1.597, 0.261, 1.332], [-0.481, -1.342, -2.091], [-1.604, -2.206, -1.721], [-2.861, -1.920, -2.310], [-4.001, -2.265, -1.600], [-3.793, -2.813, -0.331], [-2.628, -3.465, 0.051], [-1.482, -3.153, -0.682], [-5.211, -2.564, 1.031], [0.969, -2.535, -0.927], [-0.583, -0.795, -3.025], [3.521, -1.868, -0.962], [0.818, -1.199, -4.326], [5.389, -1.864, -2.614], [2.803, -1.096, -5.776], [-2.894, -1.358, -3.250], [-0.518, -3.596, -0.422], [-4.995, -2.034, -1.963], [-2.593, -4.130, 0.910], [0.370, 1.861, -1.282], [-1.420, -1.164, 2.490], [-2.675, -1.563, 3.250], [-0.596, -0.931, 3.186], [-1.081, -2.017, 1.879], [-2.454, -2.398, 3.931], [-3.103, -0.746, 3.848], [-3.442, -1.927, 2.548], [-3.297, 0.321, 0.644], [-4.422, 0.903, 1.506], [-3.547, -0.721, 0.418], [-3.258, 0.833, -0.331], [-5.378, 0.775, 0.981], [-4.523, 0.383, 2.468], [-4.280, 1.976, 1.682], [-1.359, 1.792, 2.301], [-1.977, 1.808, 3.699], [-1.735, 2.635, 1.700], [-0.270, 1.922, 2.373], [-1.779, 2.782, 4.166], [-3.067, 1.674, 3.677], [-1.528, 1.037, 4.340], [1.443, 3.110, -0.456], [0.955, 3.734, 0.846], [1.616, 3.905, -1.200], [2.411, 2.614, -0.292], [1.493, 4.677, 1.023], [-0.117, 3.974, 0.835], [1.172, 3.082, 1.700], [-1.179, 2.802, -1.674], [-2.110, 2.086, -2.651], [-0.854, 3.772, -2.082], [-1.690, 3.003, -0.718], [-3.076, 2.608, -2.689], [-1.705, 2.070, -3.671], [-2.298, 1.046, -2.345], [1.198, 1.826, -2.936], [2.727, 1.832, -2.905], [0.825, 2.703, -3.488], [0.837, 0.936, -3.473], [3.104, 1.701, -3.928], [3.142, 2.773, -2.522], [3.122, 1.002, -2.302], [4.134, -1.348, 3.318], [3.254, -0.510, 2.508], [3.453, 0.929, 2.576], [2.269, -1.002, 1.743], [2.019, -2.472, 1.697], [1.584, -0.157, 1.070], [4.825, -0.681, 3.836], [4.711, -2.049, 2.703], [3.569, -1.914, 4.067], [3.698, 1.364, 1.594], [2.574, 1.448, 2.991], [4.297, 1.092, 3.252], [0.939, -2.665, 1.731], [2.415, -2.888, 0.757], [2.497, -2.986, 2.540]], "lowdin_spin": [0.74, 0.08, 0.06, 0.00, 0.07, 0.08, 0.12, 1.43, 0.10, 0.07, 0.19, 0.06, 0.04, 0.21, 0.07, 0.05, 0.16, 0.00, 0.01, 0.01, 0.01, 0.02, 0.02, 0.00, 0.00, 0.00, 0.00, 0.09, 0.00, 0.00, 0.00, 0.00, 0.00, 0.00, 0.00, 0.03, 0.01, 0.00, 0.01, 0.00, 0.00, 0.00, 0.04, 0.01, 0.00, 0.00, 0.00, 0.00, 0.00, 0.01, 0.00, 0.00, 0.00, 0.00, 0.00, 0.00, 0.04, 0.01, 0.00, 0.00, 0.00, 0.00, 0.01, 0.03, 0.00, 0.00, 0.00, 0.00, 0.00, 0.00, 0.00, 0.01, 0.00, 0.01, 0.00, 0.09, 0.00, 0.00, 0.00, 0.00, 0.00, 0.00, 0.00, 0.00, 0.00], "charge": 4, "total_energy_ha": -4664.9221, "multiplicity": 5, "relative_energy_kcal_mol": 0.00, "orbital_gap_ev": [7.3, 5.0]}